{"formula": "C31H50ClPTeV", "method": "ωB97M-V with the def2-TZVPD basis set", "symbols": ["V", "Cl", "P", "C", "H", "H", "C", "C", "C", "H", "C", "H", "H", "C", "H", "H", "C", "H", "H", "C", "H", "H", "H", "H", "C", "C", "H", "C", "H", "H", "C", "H", "H", "C", "H", "H", "C", "H", "H", "H", "H", "C", "H", "C", "H", "H", "C", "H", "H", "C", "H", "H", "C", "H", "H", "H", "H", "C", "C", "H", "C", "H", "C", "H", "H", "C", "H", "H", "C", "H", "H", "H", "H", "Te", "C", "C", "C", "C", "C", "C", "H", "H", "H", "H", "H"], "positions_angstrom": [[0.000, 0.000, 0.000], [0.780, 2.060, 0.652], [-1.218, 0.511, -1.779], [3.073, 0.045, 1.303], [3.265, -0.544, 0.411], [3.754, 0.871, 1.501], [-2.572, -0.732, -2.138], [-0.159, 0.785, -3.283], [-2.083, -2.065, -2.727], [-2.958, -0.946, -1.128], [-3.228, -3.087, -2.771], [-1.691, -1.896, -3.737], [-1.251, -2.457, -2.140], [-4.435, -2.565, -3.558], [-2.864, -4.025, -3.206], [-3.540, -3.315, -1.740], [-4.898, -1.212, -3.008], [-4.152, -2.444, -4.613], [-5.256, -3.291, -3.529], [-3.743, -0.199, -2.986], [-5.724, -0.814, -3.609], [-5.281, -1.341, -1.985], [-3.388, -0.046, -4.012], [-4.099, 0.766, -2.620], [-2.138, 2.115, -1.470], [-0.851, 0.822, -4.662], [0.222, 1.799, -3.080], [0.136, 1.349, -5.715], [-1.158, -0.189, -4.945], [-1.752, 1.439, -4.644], [1.386, 0.463, -5.788], [-0.358, 1.395, -6.693], [0.426, 2.377, -5.454], [2.048, 0.321, -4.411], [1.094, -0.533, -6.151], [2.099, 0.870, -6.514], [1.054, -0.163, -3.346], [2.896, -0.371, -4.466], [2.452, 1.294, -4.099], [0.704, -1.172, -3.602], [1.543, -0.234, -2.372], [-3.366, 2.107, -0.539], [-1.357, 2.696, -0.960], [-3.773, 3.555, -0.215], [-4.205, 1.595, -1.027], [-3.155, 1.572, 0.392], [-4.069, 4.359, -1.486], [-4.645, 3.551, 0.450], [-2.952, 4.036, 0.335], [-2.882, 4.314, -2.456], [-4.957, 3.938, -1.979], [-4.311, 5.397, -1.227], [-2.475, 2.869, -2.772], [-3.131, 4.838, -3.387], [-2.025, 4.838, -2.013], [-3.307, 2.367, -3.282], [-1.617, 2.864, -3.446], [-1.479, -0.313, 1.009], [2.051, -0.225, 2.117], [-2.517, -0.226, 0.653], [1.718, 0.540, 3.362], [1.385, -1.056, 1.884], [0.496, -0.028, 4.106], [2.585, 0.557, 4.035], [1.491, 1.578, 3.080], [-0.841, 0.289, 3.423], [0.608, -1.115, 4.206], [0.483, 0.383, 5.123], [-1.332, -0.786, 2.426], [-1.617, 0.403, 4.189], [-0.770, 1.254, 2.903], [-0.675, -1.665, 2.475], [-2.329, -1.130, 2.750], [1.210, -2.516, -0.637], [2.379, -3.189, 1.015], [1.768, -3.663, 2.184], [2.553, -4.090, 3.260], [3.948, -4.051, 3.169], [4.560, -3.591, 2.000], [3.777, -3.163, 0.924], [0.690, -3.694, 2.259], [2.081, -4.448, 4.166], [4.556, -4.379, 4.003], [5.640, -3.563, 1.927], [4.256, -2.806, 0.022]], "spin_multiplicity": 3, "lumo_energy_ev": [2.60, 2.60], "homo_lumo_gap_ev": [5.92, 5.91], "charge": -1, "e_homo_ev": [-3.324, -3.306], "s_squared": 2.200}

=====

{"formula": "C13H38Cl2O6", "method": "ωB97M-V with the def2-TZVPD basis set", "symbols": ["C", "Cl", "Cl", "H", "H", "C", "C", "O", "H", "H", "H", "H", "H", "H", "C", "C", "O", "H", "H", "H", "H", "H", "H", "C", "C", "O", "H", "H", "H", "H", "H", "H", "C", "C", "O", "H", "H", "H", "H", "H", "H", "C", "C", "O", "H", "H", "H", "H", "H", "H", "C", "C", "O", "H", "H", "H", "H", "H", "H"], "positions_angstrom": [[-8.113, -11.347, -12.089], [-8.047, -12.666, -10.910], [-8.933, -9.846, -11.528], [-7.102, -11.087, -12.334], [-8.646, -11.694, -12.954], [-7.813, -5.127, -8.056], [-9.240, -4.659, -8.287], [-9.914, -4.155, -7.128], [-7.221, -5.423, -8.948], [-7.795, -6.039, -7.464], [-7.239, -4.379, -7.498], [-9.857, -5.451, -8.726], [-9.281, -3.880, -9.059], [-9.193, -3.645, -6.723], [-13.277, -13.291, -10.276], [-12.139, -12.282, -10.219], [-12.615, -11.124, -9.581], [-14.069, -13.024, -11.017], [-13.778, -13.352, -9.317], [-13.004, -14.343, -10.459], [-11.718, -12.060, -11.254], [-11.231, -12.616, -9.693], [-11.848, -10.660, -9.173], [-7.013, -10.171, -7.721], [-7.872, -11.321, -7.267], [-8.908, -10.662, -6.499], [-6.117, -10.459, -8.305], [-6.727, -9.619, -6.812], [-7.547, -9.449, -8.421], [-7.299, -12.009, -6.627], [-8.394, -11.811, -8.108], [-9.362, -11.265, -5.920], [-13.196, -5.638, -6.450], [-12.831, -6.922, -5.615], [-13.988, -7.330, -4.853], [-12.268, -5.318, -6.975], [-13.579, -4.897, -5.735], [-13.971, -5.792, -7.210], [-12.056, -6.680, -4.925], [-12.524, -7.746, -6.310], [-14.621, -7.491, -5.516], [-11.676, -7.941, -9.397], [-10.426, -8.389, -8.681], [-10.372, -9.784, -8.486], [-12.594, -8.027, -8.793], [-11.834, -8.506, -10.319], [-11.560, -6.885, -9.648], [-10.339, -7.875, -7.748], [-9.537, -8.059, -9.307], [-9.997, -9.967, -7.618], [-13.111, -10.655, -5.971], [-14.292, -10.286, -6.828], [-14.625, -11.224, -7.848], [-13.242, -11.613, -5.543], [-12.905, -9.889, -5.219], [-12.253, -10.776, -6.627], [-14.159, -9.284, -7.250], [-15.195, -10.193, -6.212], [-13.819, -11.397, -8.342]], "lumo_energy_ev": 0.46, "smiles": "ClCCl.CCO.CCO.CCO.CCO.CCO.CCO", "homo_lumo_gap_ev": 9.87, "e_homo_ev": -9.417}

=====

{"formula": "C2H2ClNO", "method": "ωB97M-V with the def2-TZVPD basis set", "symbols": ["C", "C", "N", "O", "Cl", "H", "H"], "positions_angstrom": [[0.565, 1.362, 0.485], [-0.003, -0.963, -0.514], [-0.155, 0.288, 0.004], [0.632, 2.503, 0.179], [-1.075, -2.163, 0.128], [1.092, -1.236, -0.686], [-1.056, 0.208, 0.404]], "lumo_energy_ev": [-0.20, -0.36], "homo_lumo_gap_ev": [8.08, 7.69], "e_homo_ev": [-8.287, -8.055]}

=====

{"formula": "C5H6O", "method": "ωB97M-V with the def2-TZVPD basis set", "symbols": ["C", "C", "O", "C", "C", "C", "H", "H", "H", "H", "H", "H"], "positions_angstrom": [[-0.193, -1.943, 0.575], [-0.654, -0.504, 0.658], [-0.973, 0.010, 1.705], [0.982, 2.332, -0.619], [0.144, 1.336, -0.671], [-0.613, 0.272, -0.632], [0.130, -2.261, 1.568], [0.625, -2.049, -0.144], [-1.016, -2.588, 0.248], [2.035, 2.178, -0.842], [0.658, 3.328, -0.334], [-1.126, -0.110, -1.513]], "lumo_energy_ev": 0.91, "smiles": "C=C=CC(C)=O", "homo_lumo_gap_ev": 10.48, "e_homo_ev": -9.573}

=====

{"formula": "C2H6O2", "method": "ωB97M-V with the def2-TZVPD basis set", "symbols": ["C", "C", "O", "O", "H", "H", "H", "H", "H", "H"], "positions_angstrom": [[-0.379, 0.833, 0.014], [0.026, -0.586, -0.149], [1.369, -0.717, 0.057], [-0.367, -1.215, -1.363], [0.305, 1.185, 0.831], [-0.006, 1.295, -0.837], [-1.453, 1.067, 0.148], [-0.449, -1.463, 0.735], [1.810, -0.597, -0.799], [0.311, -1.971, -1.298]], "lumo_energy_ev": 0.81, "smiles": "CC(O)O", "homo_lumo_gap_ev": 10.81, "e_homo_ev": -9.995}

=====

{"formula": "C4H7NO", "method": "ωB97M-V with the def2-TZVPD basis set", "symbols": ["C", "C", "O", "C", "N", "C", "H", "H", "H", "H", "H", "H", "H"], "positions_angstrom": [[0.575, -0.748, 0.493], [-0.820, -0.971, -0.067], [-1.626, 0.194, 0.112], [-1.006, 1.350, -0.223], [0.221, 1.563, -0.436], [1.180, 0.498, -0.165], [0.500, -0.611, 1.578], [1.194, -1.634, 0.313], [-0.774, -1.194, -1.142], [-1.353, -1.780, 0.437], [-1.728, 2.163, -0.294], [1.941, 0.936, 0.491], [1.695, 0.235, -1.098]], "lumo_energy_ev": 0.97, "smiles": "C1=NCCCO1", "homo_lumo_gap_ev": 10.55, "e_homo_ev": -9.577}

=====

Ordered E_tot results: -87751.42018, -51425.41401, -18162.63467, -7327.74458, -6264.94980, -7798.51821; unit eV.
Ordered relative energy (zero: lowest compared OMol25 entry of this formula, charge and spin) results: 0.0, 0.0, 63.2, 35.5, 30.1, 26.0; unit kcal/mol.